C22H23NNaO as an isolated structure, computed with wB97M-V/def2-TZVPD.

Geometry as ORCA input:
```
! RIJCOSX wB97M-V def2-TZVPD def2/J DEFGRID3
* xyz 1 1
C -1.473 1.368 4.659
C -0.418 0.930 3.640
N -1.042 0.395 2.412
C -0.573 0.772 1.180
C -0.800 0.032 0.060
C -0.054 0.227 -1.227
C -0.990 0.568 -2.415
C -0.626 1.576 -3.315
C -1.295 1.705 -4.535
C -2.381 0.867 -4.819
C -2.826 -0.046 -3.861
C -2.140 -0.185 -2.643
C -2.172 -0.506 2.476
C -2.785 -0.465 3.872
O -2.783 0.875 4.385
H -1.171 1.025 5.668
H -1.560 2.466 4.661
H 0.203 1.800 3.380
H 0.208 0.155 4.129
H 0.057 1.682 1.168
H -1.477 -0.828 0.096
H 0.608 1.102 -1.100
H 0.209 2.238 -3.071
H -0.955 2.447 -5.259
H -2.882 0.938 -5.786
H -3.702 -0.667 -4.052
H -2.495 -0.886 -1.883
H -2.928 -0.209 1.734
H -1.866 -1.539 2.245
H -3.853 -0.724 3.829
H -2.231 -1.164 4.530
C 2.797 -0.331 -2.680
Na 1.978 0.290 2.225
C 1.497 -0.684 -2.899
C 0.795 -0.979 -1.579
C 1.991 -1.107 -0.639
C 3.120 -0.565 -1.273
C 4.314 -0.411 -0.559
C 4.405 -0.949 0.722
C 3.338 -1.675 1.274
C 2.094 -1.715 0.608
H 3.537 0.027 -3.398
H 0.967 -0.699 -3.853
H 0.150 -1.870 -1.580
H 5.153 0.107 -1.033
H 5.344 -0.882 1.281
H 3.478 -2.246 2.199
H 1.236 -2.257 1.024
*
```

Calculated values
E_tot	-31134.5270	eV
orbital gap	7.327	eV


C38H45BaN6O3Se as an isolated structure, computed with wB97M-V/def2-TZVPD.

Geometry as ORCA input:
```
! RIJCOSX wB97M-V def2-TZVPD def2/J DEFGRID3
* xyz -1 1
Ba 0.324 -0.769 0.511
C 1.182 -3.810 1.842
O 0.300 -2.779 2.226
C 0.709 -2.138 3.409
C -0.119 -2.354 4.489
C 0.175 -1.844 5.753
C 1.380 -1.149 5.876
C 2.184 -0.874 4.794
C 1.847 -1.261 3.483
N 2.441 -0.930 2.298
N 3.571 -0.187 2.367
C 4.218 0.156 1.193
C 3.828 -0.290 -0.093
O 2.698 -0.855 -0.390
C 4.709 0.020 -1.207
C 5.700 0.922 -1.181
C 6.028 1.546 0.060
C 7.082 2.505 0.198
C 7.272 3.204 1.364
C 6.421 2.926 2.441
C 5.465 1.956 2.386
C 5.270 1.174 1.226
H 1.100 -4.707 2.472
H 2.231 -3.439 1.824
H 0.837 -4.150 0.847
H -1.024 -2.960 4.352
H -0.491 -2.079 6.601
H 1.711 -0.824 6.870
H 3.060 -0.282 4.937
H 4.417 -0.420 -2.135
H 6.220 1.179 -2.095
H 7.716 2.709 -0.680
H 8.070 3.955 1.419
H 6.534 3.533 3.347
H 4.873 1.700 3.253
C -0.351 4.071 2.837
C -0.574 3.966 1.473
C -0.339 2.767 0.843
N 0.148 1.717 1.494
C 0.406 1.798 2.789
C 0.178 2.969 3.492
H -0.572 5.036 3.302
H -0.973 4.788 0.899
H -0.548 2.594 -0.202
H 0.835 0.919 3.281
H 0.431 3.040 4.524
C -2.190 -4.478 1.170
C -3.203 -3.343 1.237
O -2.575 -2.203 1.781
C -3.466 -1.119 2.005
C -2.876 -0.273 3.087
H -2.673 -5.436 0.946
H -1.721 -4.546 2.138
H -1.488 -4.266 0.388
H -4.095 -3.587 1.854
H -3.619 -3.101 0.246
H -4.443 -1.519 2.327
H -3.602 -0.586 1.058
H -2.875 -0.762 4.044
H -3.436 0.672 3.153
H -1.843 -0.063 2.841
C 1.458 -0.690 -4.082
N 0.953 0.652 -3.972
C 1.320 1.505 -2.997
Se -2.093 -1.793 -2.102
N 0.624 2.660 -3.327
C -0.148 2.514 -4.458
C -1.016 3.338 -5.148
C -1.543 2.895 -6.335
C -1.172 1.641 -6.839
C -0.387 0.767 -6.133
C 0.101 1.220 -4.916
H 1.979 -0.899 -3.174
H 2.230 -0.746 -4.849
H 0.669 -1.436 -4.241
H 0.678 3.500 -2.768
H -1.307 4.315 -4.787
H -2.270 3.486 -6.852
H -1.603 1.351 -7.782
H -0.099 -0.162 -6.586
C -5.900 -0.293 -1.542
C -4.737 -0.965 -2.306
C -5.235 -2.316 -2.868
C -4.297 -0.036 -3.449
N -3.646 -1.224 -1.368
H -6.693 -0.001 -2.207
H -5.516 0.603 -1.062
H -6.313 -0.904 -0.701
H -6.112 -2.215 -3.516
H -5.421 -2.998 -2.048
H -4.443 -2.784 -3.454
H -5.140 0.335 -4.001
H -3.627 -0.555 -4.140
H -3.769 0.798 -3.056
*
```

Calculated values
E_tot	-121259.0526	eV
orbital gap (alpha / beta)	5.902 / 4.420	eV


C2H3N3O2 as an isolated structure, computed with wB97M-V/def2-TZVPD.

Geometry as ORCA input:
```
! RIJCOSX wB97M-V def2-TZVPD def2/J DEFGRID3
* xyz 0 1
C -1.408 -1.757 -0.427
C -1.540 -0.321 -0.733
N -1.323 -2.892 -0.280
N -0.935 0.323 -1.600
N -2.560 0.457 0.150
O -3.035 -0.115 1.102
O -2.811 1.584 -0.201
H 1.004 0.198 1.132
H 1.611 -0.043 1.648
H -1.320 1.326 -1.614
*
```

Calculated values
E_tot	-10682.5799	eV
orbital gap	10.290	eV


Results for max |F|: 2.4, 1.3, 2.5 (in eV Å⁻¹, following the order of the records).